Version P
Below is one molecule with the formula C4H6N2O3, with properties calculated with the ωB97M-V functional and the def2-TZVPD basis.

Summary:
Frontier orbital gap = 9.901 eV
LUMO energy = 0.287 eV

Last columns: bonded neighbours and bond lengths (Å).
Positions of all 15 atoms, in Å:
1 H -1.896 -0.739 -1.708  N2 1.046
2 N -1.193 -0.046 -2.056  H1 1.046, C10 1.288
3 H 2.708 1.109 -0.820  C4 1.120
4 C 1.658 0.873 -0.513  H3 1.120, H9 1.060, O11 1.370, O14 1.424
5 O -0.411 1.361 1.578  C12 1.229
6 C -0.794 -0.920 0.690  N7 1.438, H8 1.120, C12 1.541, H13 1.137
7 N 0.271 -0.823 -0.272  C6 1.438, C10 1.380, O11 1.480
8 H -0.794 -1.917 1.200  C6 1.120
9 H 1.197 1.700 -0.035  C4 1.060
10 C -0.097 -0.088 -1.380  N2 1.288, N7 1.380, O14 1.351
11 O 1.580 -0.305 0.183  C4 1.370, N7 1.480
12 C -0.592 0.160 1.770  O5 1.229, C6 1.541, H15 1.099
13 H -1.860 -0.824 0.308  C6 1.137
14 O 0.967 0.663 -1.740  C4 1.424, C10 1.351
15 H -0.742 -0.204 2.795  C12 1.099

Version Q
Below is one molecule with the formula C4H6N2O3, with properties calculated with the ωB97M-V functional and the def2-TZVPD basis.

Summary:
Frontier orbital gap = 9.774 eV
LUMO energy = 0.666 eV

Last columns: bonded neighbours and bond lengths (Å).
Positions of all 15 atoms, in Å:
1 H 1.105 0.461 1.628  N7 1.061
2 N -0.423 1.611 0.708  H3 0.991, C10 1.396, H12 1.003
3 H 0.297 2.291 0.680  N2 0.991
4 O 1.613 -1.102 0.505  N7 1.417, C15 1.379
5 C 0.774 0.057 -1.316  H6 1.055, C10 1.887, C15 1.348
6 H 0.386 0.165 -2.291  C5 1.055
7 N 0.613 -0.375 1.199  H1 1.061, O4 1.417, C10 1.415
8 O -2.299 0.490 -0.721  C11 1.215
9 H 2.392 -1.525 -1.409  C15 1.149
10 C -0.216 0.301 0.272  N2 1.396, C5 1.887, N7 1.415, C11 1.476
11 C -1.562 -0.208 -0.054  O8 1.215, C10 1.476, O13 1.363
12 H -1.310 1.897 0.340  N2 1.003
13 O -1.848 -1.465 0.390  C11 1.363, H14 0.946
14 H -1.099 -1.672 0.930  O13 0.946
15 C 1.578 -0.925 -0.862  O4 1.379, C5 1.348, H9 1.149

Name the least stable of them. version Q.

Version P
Below is an isolated ion of composition C4H10N and charge +1, with properties calculated with the ωB97M-V functional and the def2-TZVPD basis.

Summary:
Frontier orbital gap = 12.268 eV
Charge = +1
LUMO energy = -3.560 eV

Last columns: bonded neighbours and bond lengths (Å).
Positions of all 15 atoms, in Å:
1 H 0.452 1.080 1.685  N5 1.026
2 H -1.552 0.251 -1.780  C7 1.083
3 H -0.835 -2.022 -0.320  C12 1.082
4 H 1.654 0.981 0.677  N5 1.018
5 N 0.714 0.613 0.810  H1 1.026, H4 1.018, C10 1.538, C13 1.526
6 H 1.532 -1.322 0.601  C13 1.111
7 C -0.973 0.159 -0.869  H2 1.083, C10 1.521, C12 1.587, H14 1.192
8 H 0.178 -1.417 1.588  C13 1.090
9 H -0.686 2.078 0.160  C10 1.084
10 C -0.116 1.280 -0.301  N5 1.538, C7 1.521, H9 1.084, H11 1.101
11 H 0.561 1.886 -0.922  C10 1.101
12 C -0.194 -1.198 -0.608  H3 1.082, C7 1.587, C13 1.508, H15 1.100
13 C 0.511 -0.894 0.690  N5 1.526, H6 1.111, H8 1.090, C12 1.508
14 H -1.783 -0.041 -0.018  C7 1.192
15 H 0.538 -1.436 -1.393  C12 1.100

Version Q
Below is an isolated ion of composition C4H10N and charge +1, with properties calculated with the ωB97M-V functional and the def2-TZVPD basis.

Summary:
Frontier orbital gap = 12.061 eV
Charge = +1
LUMO energy = -3.291 eV

Last columns: bonded neighbours and bond lengths (Å).
Positions of all 15 atoms, in Å:
1 H -0.338 -2.134 -0.027  C14 1.084
2 H -2.048 0.812 -0.230  C4 1.024
3 H -1.777 -1.401 -0.707  C14 1.065
4 C -1.085 1.149 -0.148  H2 1.024, H7 1.136, H8 1.113, N9 1.622
5 H -1.408 -1.241 1.024  C14 1.098
6 H 0.930 0.034 1.551  C13 1.043
7 H -0.818 1.522 0.892  C4 1.136
8 H -0.756 1.946 -0.852  C4 1.113
9 N -0.165 -0.172 -0.341  C4 1.622, C13 1.452, C14 1.423, H15 1.086
10 C 2.175 0.263 -0.011  H11 1.036, H12 0.998, C13 1.311
11 H 2.869 0.523 0.715  C10 1.036
12 H 2.300 0.179 -0.997  C10 0.998
13 C 0.993 0.044 0.509  H6 1.043, N9 1.452, C10 1.311
14 C -0.996 -1.274 0.007  H1 1.084, H3 1.065, H5 1.098, N9 1.423
15 H 0.124 -0.252 -1.384  N9 1.086

Name the least stable of them. version Q.